Entry from OMol25: a molecular structure, C10H6LuN2O5 at a distorted geometry (ωB97M-V with the def2-TZVPD basis set).

Each line ends with the Löwdin charge.
Element x y z (Å)
O: 3.509 -0.401 -1.991  0.1657
C: 2.471 -0.282 -1.402  0.1206
Lu: 0.153 -0.105 -0.061  1.0992
O: -0.194 3.005 -0.759  0.3251
C: -0.081 1.900 -0.505  -0.0630
C: -1.685 0.194 0.957  -0.0960
O: -2.626 0.301 1.488  0.3594
C: 0.975 0.483 1.647  -0.0950
O: 1.472 0.762 2.630  0.3308
C: -0.996 -0.474 -1.638  -0.0936
O: -1.634 -0.744 -2.539  0.3313
N: -0.164 -6.120 2.007  0.2480
C: -0.093 -4.883 1.557  -0.2279
C: -1.196 -4.247 0.887  0.0630
C: -1.102 -2.947 0.458  -0.1327
N: 0.019 -2.222 0.634  -0.1618
C: 1.093 -2.768 1.246  -0.1249
C: 1.073 -4.057 1.703  0.0574
H: -1.007 -6.695 1.913  0.1671
H: 0.611 -6.571 2.502  0.1670
H: -2.113 -4.819 0.747  0.1455
H: -1.984 -2.476 -0.035  0.1307
H: 2.006 -2.137 1.392  0.1365
H: 1.940 -4.489 2.210  0.1476

Its gap between HOMO and LUMO (spin up / spin down) is 4.56 / 4.56 eV. The HOMO energy (spin up / spin down) is -19.15 / -19.15 eV. Its charge is +3. The energy relative to the best compared isomer or geometry (same formula, charge and spin) comes out at 115.7 kcal per mole.

=====

Entry from OMol25: C10H6N2 in the gas phase at a distorted geometry (ωB97M-V with the def2-TZVPD basis set).

Each line ends with the Löwdin charge.
Element x y z (Å)
C: -0.032 -0.595 2.560  -0.1913
C: 0.115 -0.856 1.193  -0.2034
C: 0.876 -1.960 0.790  0.0365
C: 1.394 -1.800 -0.515  -0.0561
C: 1.206 -0.749 -1.390  -0.0225
C: 0.350 0.195 -0.951  -0.1954
C: -0.130 1.299 -1.714  -0.1032
C: -1.618 2.093 -0.172  -0.1123
C: -1.375 1.061 0.686  0.0361
C: -0.272 0.114 0.289  -0.0907
H: 0.898 -2.851 1.386  0.1201
H: 1.941 -2.546 -0.937  0.0716
H: 1.922 -0.674 -2.247  0.1463
H: -0.016 1.156 -2.851  0.1460
H: -2.355 2.877 -0.044  0.1064
H: -1.737 1.153 1.620  0.0622
N: -0.326 -0.215 3.591  0.1856
N: -0.842 2.300 -1.296  0.0641

Its gap between HOMO and LUMO is 8.24 eV. The HOMO energy is -8.91 eV. The energy relative to the best compared isomer or geometry (same formula, charge and spin) comes out at 28.1 kcal per mole. The SMILES is N#Cc1cccc2cnccc12.

=====

Entry from OMol25: C10H6N2 in the gas phase at a distorted geometry (ωB97M-V with the def2-TZVPD basis set).

Each line ends with the Löwdin charge.
Element x y z (Å)
C: -3.428 0.983 0.034  0.0230
C: -2.438 1.785 -0.017  0.0250
C: 3.499 0.769 0.142  -0.1387
C: 2.652 -0.331 0.117  -0.1132
C: 1.547 1.455 -0.135  -0.0996
C: -3.507 -0.344 0.142  -0.0603
C: -2.194 -0.871 -0.135  -0.0104
C: -1.200 1.297 0.066  0.0628
C: -1.035 -0.061 -0.099  -0.2243
C: 0.267 -0.763 -0.162  -0.0857
N: 2.730 1.923 -0.039  0.0559
N: 1.393 0.152 -0.003  -0.0929
H: 4.598 0.950 0.189  0.1065
H: 2.970 -1.385 0.325  0.1302
H: -4.324 -0.890 0.315  0.0598
H: -2.271 -1.991 -0.204  0.1356
H: 0.225 -1.496 0.543  0.1054
H: 0.516 -1.181 -1.077  0.1210

Its gap between HOMO and LUMO (spin up / spin down) is 7.88 / 8.17 eV. The HOMO energy (spin up / spin down) is -8.71 / -8.96 eV. The energy relative to the best compared isomer or geometry (same formula, charge and spin) comes out at 195.0 kcal per mole.

=====

Entry from OMol25: a molecular structure, C10H6N2NiO5 at a distorted geometry (ωB97M-V with the def2-TZVPD basis set).

Each line ends with the Mulliken spin population.
Element x y z (Å)
O: -0.270 -2.789 0.372  -0.0045
C: 0.182 -1.844 -0.164  0.0766
Ni: 0.801 -0.033 0.043  0.8614
O: -4.522 -0.161 -1.934  0.0000
C: -4.103 0.198 -0.902  0.0003
C: 2.126 -0.126 -1.129  0.0411
O: 3.170 0.244 -1.480  -0.0179
C: 0.362 1.967 -0.745  0.0222
O: 0.501 3.064 -0.445  0.0084
N: -2.811 -1.838 5.681  0.5682
C: -2.556 -1.620 4.346  -0.1045
O: -3.433 -1.772 3.482  0.5997
C: -1.180 -1.157 3.929  -0.0063
C: -0.137 -0.803 4.827  -0.0218
C: 1.020 -0.220 4.282  0.0227
C: 1.105 -0.043 2.891  -0.0054
N: 0.108 -0.421 2.019  0.0224
C: -1.002 -1.023 2.528  -0.0229
H: -3.725 -2.173 5.979  -0.0170
H: -2.085 -1.766 6.380  -0.0184
H: -0.241 -0.966 5.913  0.0021
H: 1.858 0.118 4.912  -0.0004
H: 2.000 0.413 2.461  -0.0018
H: -1.782 -1.358 1.838  -0.0042

Its gap between HOMO and LUMO (spin up / spin down) is 8.35 / 4.16 eV. Its spin multiplicity is 3. The expectation value of S² is 2.05. The HOMO energy (spin up / spin down) is -16.85 / -16.97 eV. Its charge is +2.

=====

Entry from OMol25: a molecular structure, C10H6N2O4PtS at a distorted geometry (ωB97M-V with the def2-TZVPD basis set).

Each line ends with the Mulliken spin population.
Element x y z (Å)
Pt: -0.014 0.332 -0.667  1.8915
O: 0.701 -3.617 -0.031  0.2200
C: 0.467 -2.453 0.004  -0.0137
O: 0.432 -1.640 -1.083  0.5917
C: 0.183 -1.737 1.329  -0.0422
C: 0.166 -2.313 2.585  -0.0148
C: -0.116 -1.509 3.679  0.0269
C: -0.375 -0.141 3.527  -0.0179
C: -0.338 0.347 2.245  0.0136
N: -0.069 -0.431 1.190  0.0548
C: -0.584 1.835 1.791  0.0951
O: -0.845 2.593 2.754  0.9123
O: -0.496 2.071 0.586  0.0783
H: 0.369 -3.372 2.684  0.0020
H: -0.142 -1.933 4.675  -0.0009
H: -0.592 0.493 4.376  0.0005
S: -0.151 2.791 -4.433  0.0618
C: 0.419 1.204 -4.772  0.0381
C: 0.463 0.460 -3.655  -0.0220
N: 0.039 1.153 -2.527  0.0905
C: -0.316 2.414 -2.823  0.0343
H: 0.692 0.898 -5.770  0.0020
H: 0.779 -0.568 -3.573  -0.0027
H: -0.672 3.123 -2.090  0.0008

Its gap between HOMO and LUMO (spin up / spin down) is 7.83 / 5.57 eV. Its spin multiplicity is 5. The expectation value of S² is 6.03. The HOMO energy (spin up / spin down) is -16.19 / -17.21 eV. Its charge is +2.

=====

Entry from OMol25: a molecular structure, C10H6N2O5Ti at a distorted geometry (ωB97M-V with the def2-TZVPD basis set).

Each line ends with the Mulliken spin population.
Element x y z (Å)
O: 1.318 1.234 -3.946  0.0002
C: 1.186 1.301 -2.821  0.0064
Ti: 0.848 1.472 0.048  0.8816
O: 2.523 4.031 0.182  -0.0061
C: 1.899 3.067 0.091  -0.0220
C: 0.634 1.581 1.868  -0.0673
O: 0.499 1.649 3.016  0.1274
C: 2.425 0.427 0.311  -0.0546
O: 3.367 -0.199 0.533  0.0787
C: -0.733 2.519 -0.185  -0.0497
O: -1.691 3.153 -0.261  0.0776
N: 0.546 -1.454 1.928  0.0273
C: -0.299 -1.376 0.788  0.0063
C: -1.161 -2.462 0.556  0.0101
C: -2.009 -2.462 -0.544  -0.0111
C: -1.997 -1.384 -1.414  0.0069
C: -1.140 -0.313 -1.166  0.0014
N: -0.303 -0.295 -0.083  -0.0104
H: 1.249 -0.755 2.169  -0.0021
H: 0.494 -2.273 2.552  -0.0008
H: -1.174 -3.310 1.230  0.0001
H: -2.671 -3.300 -0.721  0.0001
H: -2.652 -1.372 -2.275  -0.0002
H: -1.156 0.518 -1.853  0.0002

Its gap between HOMO and LUMO (spin up / spin down) is 4.22 / 4.15 eV. Its spin multiplicity is 2. The expectation value of S² is 0.76. The HOMO energy (spin up / spin down) is -20.30 / -20.16 eV. Its charge is +3. The energy relative to the best compared isomer or geometry (same formula, charge and spin) comes out at 21.1 kcal per mole.

=====

Entry from OMol25: a molecular structure, C10H6N2S2 at a distorted geometry (ωB97M-V with the def2-TZVPD basis set).

Each line ends with the Löwdin charge.
Element x y z (Å)
C: -2.105 -0.176 1.127  -0.0207
C: -0.200 1.256 -2.017  -0.0297
C: -0.155 -1.050 0.120  -0.1191
C: 0.705 1.180 0.241  -0.1176
C: -1.905 -1.226 2.000  -0.1696
C: 1.149 1.428 -2.579  -0.2469
C: -1.216 -0.045 0.069  -0.0977
C: -0.458 1.032 -0.702  -0.1361
C: 0.111 -1.732 1.253  -0.6311
C: 1.910 0.748 -0.113  -0.5338
N: -0.767 -1.795 2.201  0.0794
N: 2.181 1.088 -1.961  0.1190
S: 1.919 -1.938 1.470  0.5874
S: 2.974 -0.267 0.776  0.5864
H: -3.038 0.396 1.338  0.1273
H: -0.913 0.993 -2.824  0.1167
H: 0.501 -1.262 -0.800  0.1612
H: 0.631 1.269 1.274  0.1076
H: -2.696 -1.473 2.731  0.1244
H: 1.373 1.576 -3.605  0.0928

Its gap between HOMO and LUMO is 7.83 eV. The HOMO energy is -8.24 eV. The energy relative to the best compared isomer or geometry (same formula, charge and spin) comes out at 11.2 kcal per mole.

=====

Entry from OMol25: C10H6N4 in the gas phase at a distorted geometry (ωB97M-V with the def2-TZVPD basis set).

Each line ends with the Löwdin charge.
Element x y z (Å)
C: -1.704 -1.102 2.270  0.0074
C: -1.779 -3.469 1.996  -0.2027
C: -2.722 1.104 -1.360  -0.1958
C: -2.379 1.269 0.982  0.0046
C: 0.222 -1.038 -0.053  -0.0857
C: -0.381 -2.095 0.502  -0.0501
C: 0.360 0.383 0.413  -0.1741
C: -0.398 1.429 -0.442  -0.1192
C: -1.266 -2.197 1.671  -0.2055
C: -1.900 1.325 -0.241  -0.2169
N: -1.919 -0.006 2.735  0.1011
N: -2.194 -4.512 2.229  0.1731
N: -3.361 0.900 -2.291  0.1749
N: -2.497 1.109 2.198  0.0974
H: 0.751 -1.226 -0.979  0.1100
H: -0.293 -3.052 0.004  0.1154
H: 0.074 0.495 1.458  0.0993
H: 1.424 0.630 0.343  0.1207
H: -0.052 2.424 -0.156  0.1226
H: -0.184 1.277 -1.502  0.1235

Its gap between HOMO and LUMO is 8.30 eV. The HOMO energy is -9.29 eV. The energy relative to the best compared isomer or geometry (same formula, charge and spin) comes out at 60.5 kcal per mole.

=====

Number 1: E_tot -2104.6186 Eh, M 409.134 u. Number 2: E_tot -494.1040 Eh, M 154.172 u. Number 3: E_tot -493.8381 Eh, M 154.172 u. Number 4: E_tot -2377.9472 Eh, M 292.860 u. Number 5: E_tot -1311.8187 Eh, M 445.313 u. Number 6: E_tot -1718.5152 Eh, M 282.034 u. Number 7: E_tot -1290.3117 Eh, M 218.306 u. Number 8: E_tot -603.4923 Eh, M 182.186 u.